Entry 1:
Molecular formula: C46H107N5O8S4
Method: DFT, the ωB97M-V functional and the def2-TZVPD basis

Computed properties:
LUMO = 0.04 eV
relative energy (zero: lowest compared OMol25 entry of this formula, charge and spin) = 89.3 kcal per mole
HOMO = -7.5 eV

Geometry as ORCA input:
```
! RIJCOSX wB97M-V def2-TZVPD def2/J DEFGRID3
* xyz 0 1
O 3.346 0.685 1.766
S 3.925 -0.552 2.172
O 3.452 -1.793 1.516
C 5.704 -0.416 1.912
C 6.287 -0.093 3.286
C 5.446 -0.805 4.332
C 3.968 -0.634 4.045
H 5.895 0.308 1.120
H 6.171 -1.349 1.594
H 7.331 -0.331 3.487
H 6.275 0.980 3.476
H 5.694 -0.463 5.337
H 5.699 -1.866 4.327
H 3.566 0.300 4.438
H 3.297 -1.368 4.492
O -0.242 -5.225 1.424
S -0.575 -3.864 1.798
O -0.972 -2.843 0.845
C -1.818 -3.749 3.196
C -0.960 -3.822 4.587
C 0.298 -2.951 4.259
C 0.868 -3.447 2.867
H -2.669 -4.417 3.062
H -2.293 -2.778 3.062
H -1.600 -3.309 5.306
H -0.700 -4.844 4.861
H 0.984 -3.017 5.103
H 0.131 -1.878 4.166
H 1.311 -4.406 3.138
H 1.618 -2.808 2.402
O 2.573 5.572 1.614
S 2.298 5.655 0.173
O 3.395 5.773 -0.807
C 1.206 4.281 -0.332
C 0.308 4.930 -1.317
C -0.211 6.184 -0.641
C 1.012 6.965 -0.193
H 0.622 3.977 0.537
H 1.677 3.353 -0.658
H 0.767 5.214 -2.264
H -0.567 4.309 -1.511
H -0.837 5.787 0.159
H -0.989 6.648 -1.248
H 0.855 7.306 0.830
H 1.224 7.729 -0.941
O -0.433 -0.929 -1.811
S -0.666 0.266 -0.990
O -0.483 1.614 -1.543
C -2.383 0.230 -0.146
C -2.130 0.887 1.215
C -0.780 0.360 1.786
C 0.292 0.121 0.663
H -2.605 -0.814 0.075
H -3.134 0.690 -0.788
H -1.908 1.936 1.019
H -2.967 0.984 1.907
H -0.867 -0.463 2.496
H -0.380 1.182 2.379
H 0.790 -0.847 0.628
H 1.109 0.842 0.621
C -1.981 5.013 4.254
C -1.208 4.811 5.537
N 0.171 4.368 5.250
C 0.164 2.923 4.961
C 1.571 2.324 4.601
C 1.147 4.760 6.305
C 0.627 4.222 7.692
H -2.801 5.731 4.289
H -2.461 4.058 4.039
H -1.428 5.265 3.349
H -1.181 5.782 6.031
H -1.782 4.086 6.115
H -0.396 2.346 5.697
H -0.456 2.741 4.083
H 1.450 1.306 4.229
H 1.885 2.952 3.767
H 2.172 2.379 5.509
H 1.159 5.848 6.357
H 2.115 4.400 5.954
H 1.315 4.519 8.483
H 0.609 3.136 7.600
H -0.397 4.340 8.045
C 4.453 -7.433 -1.978
C 3.968 -6.163 -2.642
N 2.487 -6.203 -2.444
C 1.995 -5.554 -1.182
C 2.111 -4.033 -1.086
C 1.624 -5.932 -3.595
C 1.680 -7.119 -4.535
H 4.022 -8.274 -2.521
H 4.211 -7.568 -0.924
H 5.537 -7.456 -2.098
H 4.408 -5.228 -2.294
H 4.268 -6.149 -3.690
H 0.971 -5.915 -1.086
H 2.535 -6.009 -0.352
H 1.469 -3.569 -0.337
H 3.114 -3.742 -0.774
H 1.772 -3.610 -2.032
H 2.001 -5.017 -4.052
H 0.559 -5.846 -3.379
H 1.849 -8.024 -3.951
H 2.480 -6.983 -5.263
H 0.712 -7.276 -5.012
C 5.686 -2.302 -1.672
C 5.533 -1.151 -2.642
N 4.227 -1.019 -3.234
C 3.285 -0.545 -2.215
C 3.732 0.804 -1.558
C 3.674 -2.118 -4.056
C 2.396 -1.803 -4.814
H 5.138 -2.141 -0.744
H 6.719 -2.311 -1.324
H 5.515 -3.324 -2.010
H 5.888 -0.229 -2.181
H 6.277 -1.151 -3.438
H 2.268 -0.471 -2.601
H 3.145 -1.296 -1.438
H 3.022 1.144 -0.805
H 4.663 0.747 -0.994
H 3.765 1.666 -2.225
H 3.609 -3.082 -3.552
H 4.395 -2.387 -4.827
H 2.438 -2.587 -5.570
H 2.399 -0.835 -5.315
H 1.541 -1.895 -4.144
C 0.705 1.653 -5.235
C -0.433 0.716 -4.880
N -1.357 0.327 -5.942
C -0.648 -0.537 -6.919
C -1.723 -0.649 -8.035
C -2.589 -0.297 -5.329
C -3.551 0.827 -4.914
H 0.274 2.609 -5.536
H 1.244 1.256 -6.095
H 1.407 1.884 -4.434
H 0.021 -0.182 -4.460
H -0.904 1.149 -3.998
H -0.560 -1.529 -6.477
H 0.327 -0.256 -7.318
H -2.605 -0.014 -7.955
H -2.170 -1.639 -7.942
H -1.314 -0.624 -9.045
H -3.057 -0.956 -6.062
H -2.319 -0.946 -4.496
H -4.408 0.441 -4.363
H -3.116 1.678 -4.390
H -3.993 1.208 -5.835
C -6.131 1.255 0.270
C -6.855 1.760 1.526
N -8.315 1.654 1.132
C -8.845 0.301 1.284
C -10.248 0.059 0.726
C -9.136 2.579 1.879
C -8.839 4.074 1.486
H -6.269 1.957 -0.552
H -6.294 0.204 0.031
H -5.059 1.327 0.453
H -6.559 1.263 2.450
H -6.365 2.733 1.556
H -8.167 -0.429 0.841
H -8.753 -0.010 2.324
H -10.352 0.475 -0.276
H -10.397 -1.004 0.540
H -10.969 0.470 1.433
H -9.163 2.521 2.967
H -10.194 2.568 1.616
H -8.692 4.015 0.407
H -7.981 4.524 1.985
H -9.711 4.678 1.734
*
```


Entry 2:
Molecular formula: C46H109F3N3O11
Method: DFT, the ωB97M-V functional and the def2-TZVPD basis

Computed properties:
LUMO = 2.00 eV
HOMO = -6.7 eV

Geometry as ORCA input:
```
! RIJCOSX wB97M-V def2-TZVPD def2/J DEFGRID3
* xyz -1 1
C 0.722 1.952 -2.268
O 0.266 0.790 -1.590
O 0.588 1.810 -3.602
C 0.048 3.158 -1.630
F -0.028 3.063 -0.267
F 0.782 4.273 -1.886
F -1.193 3.393 -2.061
C 1.232 -0.012 -0.955
C 0.594 -1.122 -0.144
H 1.370 -1.855 0.073
H 0.150 -0.739 0.776
H -0.189 -1.588 -0.749
H 1.858 0.616 -0.301
H 1.896 -0.490 -1.692
H 1.813 2.029 -2.092
C 1.049 -5.756 1.496
C 2.102 -5.917 0.398
C 1.915 -4.989 -0.799
C 2.728 -5.389 -2.017
C 2.463 -4.470 -3.204
C 3.411 -4.749 -4.378
H 1.261 -6.442 2.316
H 0.054 -5.955 1.101
H 1.098 -4.738 1.896
H 3.130 -5.857 0.767
H 2.019 -6.971 0.090
H 2.073 -3.956 -0.476
H 0.841 -5.034 -1.024
H 3.800 -5.470 -1.820
H 2.353 -6.380 -2.302
H 1.426 -4.559 -3.523
H 2.686 -3.431 -2.944
H 4.433 -4.511 -4.088
H 3.364 -5.780 -4.746
H 3.106 -4.161 -5.247
C -5.415 0.578 4.932
C -4.048 0.726 4.294
C -3.038 -0.214 4.933
C -1.696 -0.183 4.220
C -0.739 -1.353 4.486
C 0.564 -1.304 3.675
H -5.857 -0.412 4.801
H -6.157 1.295 4.561
H -5.429 0.822 6.001
H -4.160 0.513 3.229
H -3.702 1.755 4.421
H -3.402 -1.249 4.894
H -2.901 0.027 5.992
H -1.866 -0.237 3.132
H -1.184 0.772 4.384
H -0.547 -1.311 5.566
H -1.243 -2.297 4.272
H 0.518 -2.120 2.955
H 0.932 -0.364 3.272
H 1.341 -1.631 4.379
C -0.752 4.891 2.728
C -1.752 5.873 3.336
C -1.941 5.786 4.850
C -2.563 4.453 5.297
C -3.007 4.501 6.747
C -3.638 3.192 7.256
H 0.211 5.073 3.211
H -0.651 5.027 1.654
H -1.034 3.860 2.960
H -1.376 6.879 3.115
H -2.729 5.825 2.846
H -2.616 6.604 5.129
H -1.012 5.965 5.398
H -3.373 4.160 4.621
H -1.758 3.722 5.157
H -2.108 4.712 7.340
H -3.681 5.331 6.973
H -4.342 2.826 6.513
H -2.871 2.480 7.557
H -4.203 3.433 8.161
C 7.987 0.877 -1.344
C 7.635 -0.507 -0.814
C 6.134 -0.800 -0.823
C 5.759 -1.932 0.110
C 4.256 -2.155 0.290
C 3.976 -3.126 1.445
H 7.560 1.185 -2.295
H 9.074 1.009 -1.358
H 7.673 1.626 -0.605
H 8.134 -1.276 -1.409
H 7.971 -0.547 0.224
H 5.721 -0.930 -1.831
H 5.560 0.093 -0.527
H 6.214 -2.886 -0.188
H 6.160 -1.789 1.123
H 3.727 -1.223 0.520
H 3.841 -2.506 -0.660
H 4.491 -4.042 1.138
H 4.423 -2.788 2.379
H 2.917 -3.335 1.573
C -6.700 -6.759 0.478
C -5.426 -5.916 0.506
C -4.467 -6.221 1.649
C -3.191 -5.425 1.643
C -3.390 -3.980 2.073
C -2.256 -3.044 1.702
H -6.555 -7.822 0.300
H -7.264 -6.430 -0.406
H -7.360 -6.488 1.305
H -4.910 -6.096 -0.448
H -5.699 -4.860 0.429
H -4.333 -7.312 1.666
H -5.019 -6.112 2.595
H -2.430 -5.894 2.285
H -2.623 -5.459 0.704
H -4.312 -3.586 1.631
H -3.582 -3.916 3.150
H -2.319 -2.042 2.120
H -1.291 -3.480 1.994
H -2.130 -2.912 0.621
C 2.517 4.683 0.886
C 3.168 3.391 0.459
O 4.347 3.569 -0.314
O 3.194 5.437 1.901
H 1.501 4.476 1.212
H 2.446 5.343 0.014
H 2.450 2.824 -0.129
H 3.357 2.761 1.341
H 5.090 3.722 0.276
H 4.135 5.329 1.723
C 0.318 -1.940 -3.977
C 1.235 -1.252 -4.997
O 2.240 -0.484 -4.390
O -0.708 -1.008 -3.630
H 0.860 -2.140 -3.047
H -0.093 -2.861 -4.393
H 0.563 -0.715 -5.674
H 1.697 -2.013 -5.643
H 1.846 0.353 -4.056
H -0.244 -0.236 -3.260
C 0.451 4.675 -5.583
C -0.770 3.939 -6.097
O -1.361 3.095 -5.172
O 1.507 3.737 -5.336
H 0.332 5.180 -4.617
H 0.856 5.398 -6.293
H -0.411 3.447 -7.012
H -1.518 4.670 -6.417
H -0.692 2.623 -4.622
H 1.189 3.149 -4.620
O -5.282 1.450 -0.014
C -4.087 1.464 0.263
N -3.555 2.480 0.991
C -3.161 0.399 -0.290
H -2.575 2.610 1.160
H -4.206 3.163 1.338
H -2.167 0.675 0.070
H -3.292 0.306 -1.362
H -3.386 -0.601 0.088
O 6.299 2.973 -4.218
C 5.091 2.784 -4.358
N 4.257 2.648 -3.303
C 4.503 2.573 -5.736
H 3.299 2.393 -3.467
H 4.615 2.869 -2.386
H 5.148 1.868 -6.248
H 4.435 3.558 -6.197
H 3.476 2.209 -5.703
O -5.513 4.457 -3.555
C -5.228 3.307 -3.862
N -6.038 2.561 -4.660
C -4.098 2.562 -3.193
H -5.818 1.633 -4.963
H -6.775 3.062 -5.127
H -3.315 2.331 -3.925
H -4.461 1.622 -2.776
H -3.615 3.129 -2.406
*
```


Question: Which of these has the lowest LUMO?
Answer: C46H107N5O8S4


Question: Among the records above, which one has the lowest LUMO?
Answer: C46H107N5O8S4


Question: What is the LUMO in the first record?
Answer: 0.04 eV


Question: What is the LUMO in the first record?
Answer: 0.04 eV